# 1
117
Properties=species:S:1:pos:R:3:mulliken_charge:R:1 method="wB97M-V/def2-TZVPD" e_tot_ha=-4574.016537 homo_lumo_gap_ev=4.32 charge=-1 lumo_ev=1.682 e_above_lowest_kcal_mol=7.8 largest_force_ha_per_bohr=0.0212
Rb 0.04 -0.56 -0.84 0.902
N 2.93 -3.11 -4.47 0.036
C 3.66 -1.96 -4.62 0.257
C 4.81 -1.66 -5.34 -1.057
C 5.29 -0.36 -5.24 -0.547
C 4.65 0.59 -4.44 -1.227
C 3.51 0.29 -3.72 -0.246
C 3.00 -1.01 -3.82 0.904
N 1.89 -1.58 -3.23 0.146
C 1.90 -2.82 -3.61 0.271
C 0.94 -3.83 -3.21 -0.625
C 0.66 -4.99 -3.89 -0.462
S -0.49 -5.91 -3.01 -0.230
C -0.51 -4.68 -1.80 -0.189
N 0.26 -3.68 -2.03 0.237
H 3.19 -4.03 -4.79 0.256
H 5.32 -2.40 -5.94 0.390
H 6.19 -0.09 -5.78 0.390
H 5.07 1.59 -4.37 0.487
H 3.06 1.00 -3.03 0.375
H 1.04 -5.32 -4.84 0.425
H -1.12 -4.76 -0.91 0.327
O -2.88 2.44 2.33 -0.653
C -3.68 1.55 2.93 0.375
C -4.25 1.88 4.16 -0.750
C -5.09 0.99 4.80 -0.338
C -5.39 -0.24 4.22 -0.896
C -4.83 -0.56 3.00 -0.325
C -3.97 0.32 2.34 0.244
C -3.33 -0.02 1.03 0.487
O -2.42 0.75 0.60 -0.519
N -3.79 -1.12 0.45 -0.414
N -3.15 -1.40 -0.74 0.255
C -3.73 -2.29 -1.42 -0.122
S -5.25 -3.09 -0.92 -0.126
C -5.34 -4.15 -2.39 -0.570
C -4.71 -3.42 -3.56 -0.750
S -3.10 -2.79 -2.99 0.057
H -2.57 1.96 1.51 0.191
H -4.00 2.85 4.59 0.445
H -5.52 1.26 5.76 0.381
H -6.05 -0.94 4.72 0.389
H -5.05 -1.51 2.51 0.439
H -6.39 -4.37 -2.58 0.380
H -4.82 -5.09 -2.20 0.251
H -5.33 -2.59 -3.88 0.285
H -4.52 -4.08 -4.40 0.382
O 2.70 -0.29 0.01 -0.760
C 2.73 0.77 -0.60 1.437
C 3.34 2.04 -0.33 -0.281
C 4.61 2.40 -0.83 -0.985
C 5.01 3.73 -0.85 -0.680
C 4.18 4.74 -0.37 -0.881
C 2.93 4.40 0.14 -0.696
C 2.50 3.08 0.18 0.011
P 0.84 2.53 0.65 1.009
C 1.16 1.63 2.22 0.140
C 2.36 1.68 2.92 -0.205
C 2.51 0.99 4.12 -0.946
C 1.46 0.25 4.64 -0.683
C 0.26 0.20 3.95 -0.285
C 0.11 0.87 2.74 -0.474
C 0.07 4.05 1.31 0.156
C 0.23 4.51 2.61 -0.100
C -0.39 5.67 3.03 -0.685
C -1.19 6.39 2.15 -0.480
C -1.36 5.94 0.85 -0.535
C -0.74 4.77 0.44 -0.583
H 5.27 1.63 -1.21 0.502
H 6.00 3.98 -1.23 0.348
H 4.50 5.77 -0.39 0.397
H 2.28 5.17 0.53 0.416
H 3.19 2.25 2.51 0.475
H 3.46 1.03 4.64 0.415
H 1.58 -0.28 5.57 0.322
H -0.58 -0.38 4.34 0.486
H -0.82 0.81 2.20 0.506
H 0.85 3.95 3.31 0.355
H -0.27 6.02 4.05 0.359
H -1.68 7.30 2.48 0.318
H -1.99 6.49 0.16 0.371
H -0.89 4.40 -0.57 0.481
C 2.46 -4.02 4.44 -1.149
N 1.96 -3.02 3.50 0.723
C 3.04 -2.42 2.73 -1.239
C 0.81 -3.37 2.80 -0.119
S 0.81 -3.59 1.15 -0.059
N -0.31 -3.45 3.57 0.292
C -0.37 -2.92 4.92 -1.421
C -1.59 -3.90 3.06 -1.014
H 3.01 -4.81 3.91 0.300
H 1.64 -4.49 4.99 0.383
H 3.13 -3.55 5.15 0.321
H 3.74 -1.97 3.43 0.314
H 2.66 -1.64 2.07 0.376
H 3.56 -3.15 2.11 0.237
H 0.50 -2.29 5.11 0.424
H -0.41 -3.72 5.67 0.317
H -1.27 -2.31 5.02 0.472
H -1.45 -4.37 2.10 0.271
H -2.28 -3.06 2.94 0.284
H -2.03 -4.62 3.77 0.327
C 0.49 3.06 -5.89 -1.304
C -0.40 2.39 -4.90 0.741
C -1.75 2.48 -4.67 -1.387
C -2.01 1.61 -3.58 0.409
N -0.89 1.03 -3.19 0.270
N 0.07 1.51 -4.00 0.119
C -3.30 1.32 -2.89 -0.522
H -0.10 3.69 -6.56 0.342
H 1.04 2.34 -6.50 0.295
H 1.23 3.70 -5.39 0.269
H -2.46 3.10 -5.20 0.396
H 1.02 1.21 -3.86 -0.033
H -4.08 2.00 -3.22 0.364
H -3.18 1.40 -1.81 -0.092
H -3.62 0.29 -3.10 -0.065

# 2
90
Properties=species:S:1:pos:R:3:mulliken_charge:R:1 method="wB97M-V/def2-TZVPD" e_tot_ha=-5713.319441 homo_lumo_gap_ev="4.04 / 4.04" charge=-2 lumo_ev="3.372 / 3.372" e_above_lowest_kcal_mol=2.6 largest_force_ha_per_bohr=0.0367
Ti 0.21 0.26 -0.76 -0.151
C 0.03 -3.13 1.80 -2.205
C 0.41 -2.24 0.66 1.011
N 0.67 -1.00 0.85 1.466
N 0.77 -0.48 2.13 -0.888
C 1.60 0.53 2.17 0.426
S 2.51 1.20 0.90 -0.529
S 1.81 1.27 3.79 -0.190
C 1.55 -0.17 4.89 -0.922
C 2.79 -1.02 5.02 0.473
C 3.18 -1.88 4.00 0.220
C 4.35 -2.62 4.11 -0.849
C 5.14 -2.53 5.25 -0.410
C 4.76 -1.68 6.28 -0.518
C 3.59 -0.93 6.16 -0.667
C 0.59 -2.78 -0.70 0.290
C 0.25 -4.10 -1.00 -0.917
C 0.67 -4.71 -2.17 -1.026
C 1.47 -4.00 -3.06 -0.403
C 1.80 -2.68 -2.81 -0.358
C 1.32 -2.03 -1.67 1.004
O 1.60 -0.75 -1.48 -0.689
H 0.34 -2.68 2.74 0.313
H 0.48 -4.12 1.71 0.505
H -1.06 -3.21 1.81 0.365
H 0.71 -0.72 4.47 0.180
H 1.27 0.26 5.85 0.556
H 2.58 -1.95 3.10 0.549
H 4.64 -3.28 3.29 0.411
H 6.05 -3.12 5.34 0.353
H 5.36 -1.60 7.17 0.346
H 3.30 -0.26 6.96 0.322
H -0.36 -4.66 -0.30 0.478
H 0.38 -5.74 -2.38 0.368
H 1.84 -4.48 -3.96 0.400
H 2.39 -2.11 -3.51 0.308
C -3.10 3.75 -0.90 -0.884
C -3.62 2.38 -1.23 0.826
C -4.91 1.96 -0.80 -0.940
C -5.37 0.74 -1.18 -0.872
C -4.56 -0.11 -1.96 1.241
C -4.98 -1.40 -2.36 -0.905
C -4.13 -2.20 -3.06 -0.730
C -2.82 -1.77 -3.35 -0.494
C -2.34 -0.54 -2.97 0.493
S -0.65 -0.13 -3.22 -0.217
C -3.26 0.35 -2.30 -0.855
N -2.84 1.60 -1.94 -0.003
H -3.55 4.13 0.03 0.368
H -3.34 4.45 -1.70 0.359
H -2.02 3.73 -0.78 -0.022
H -5.50 2.62 -0.17 0.430
H -6.35 0.40 -0.87 0.339
H -5.97 -1.74 -2.07 0.307
H -4.45 -3.20 -3.35 0.331
H -2.13 -2.45 -3.85 0.440
Cl -0.29 4.84 -3.83 -0.258
C -0.12 3.08 -3.55 0.955
Cl 1.01 2.75 -2.24 -0.009
H 0.26 2.63 -4.46 -0.144
H -1.07 2.66 -3.26 -0.539
O -3.94 3.65 4.84 -0.696
N -3.92 2.58 4.28 1.088
O -4.68 1.68 4.58 -0.680
C -2.96 2.35 3.19 -0.774
C -3.00 1.15 2.51 -0.811
C -2.09 0.94 1.45 -0.737
C -1.14 1.97 1.10 1.811
O -0.27 1.74 0.14 0.410
C -1.17 3.16 1.84 -0.805
C -2.07 3.35 2.90 -0.595
N -0.26 4.28 1.58 1.198
O 0.40 4.29 0.57 -0.565
O -0.23 5.19 2.40 -0.759
N -2.12 -0.24 0.83 0.551
O -2.84 -1.27 1.26 -1.087
O -1.45 -0.40 -0.36 0.466
H -3.70 0.37 2.76 0.682
H -2.06 4.26 3.46 0.642
I 1.23 0.59 -6.58 0.024
C 2.90 0.55 -5.29 -0.051
C 4.18 0.38 -5.83 -0.537
C 5.24 0.36 -4.94 -0.273
C 4.98 0.50 -3.58 -1.027
C 3.67 0.67 -3.17 -0.123
N 2.65 0.70 -4.02 0.201
H 4.33 0.27 -6.90 0.399
H 6.25 0.24 -5.30 0.367
H 5.78 0.49 -2.86 0.435
H 3.41 0.78 -2.12 0.413

# 3
5
Properties=species:S:1:pos:R:3:nbo_charge:R:1 method="wB97M-V/def2-TZVPD" e_tot_ha=-169.544743 homo_lumo_gap_ev=11.67 lumo_ev=0.785 e_above_lowest_kcal_mol=23.2 largest_force_ha_per_bohr=0.0175
C 0.01 0.02 0.29 0.149
C 1.01 0.68 0.43 -0.196
C -2.07 -1.22 -0.32 0.374
N -1.09 -0.65 0.01 -0.576
H 1.89 1.28 0.49 0.249

# 4
65
Properties=species:S:1:pos:R:3:nbo_charge:R:1 method="wB97M-V/def2-TZVPD" e_tot_ha=-1570.718513 homo_lumo_gap_ev=8.46 smiles="CCOc1ccc(NC(=O)COc2ccc(C(=O)N[C@@H]3CCCc4ccccc43)cc2OC)cc1" lumo_ev=0.616 e_above_lowest_kcal_mol=1.9 largest_force_ha_per_bohr=0.0125
C 5.42 5.36 -2.25 -0.638
C 6.00 5.87 -0.93 -0.061
O 6.39 4.82 -0.07 -0.494
C 5.44 4.12 0.62 0.273
C 4.08 4.40 0.65 -0.252
C 3.23 3.63 1.42 -0.229
C 3.71 2.56 2.16 0.117
C 5.08 2.27 2.14 -0.220
C 5.92 3.05 1.37 -0.237
H 6.98 2.84 1.35 0.225
H 5.46 1.45 2.71 0.255
N 2.80 1.81 2.92 -0.606
C 3.00 0.68 3.63 0.680
O 4.06 0.14 3.84 -0.623
C 1.70 0.13 4.23 -0.154
O 0.51 0.62 3.64 -0.506
C 0.05 0.11 2.46 0.246
C -1.29 0.38 2.20 -0.243
C -1.90 -0.04 1.03 -0.201
C -1.17 -0.75 0.10 -0.141
C 0.18 -1.00 0.34 -0.256
C 0.81 -0.59 1.50 0.302
O 2.13 -0.80 1.76 -0.527
C 2.95 -1.37 0.78 -0.254
H 2.93 -0.79 -0.15 0.185
H 2.65 -2.41 0.56 0.180
H 3.95 -1.36 1.20 0.216
H 0.73 -1.53 -0.43 0.246
C -1.73 -1.24 -1.20 0.671
O -1.03 -1.40 -2.18 -0.633
N -3.06 -1.49 -1.19 -0.608
H -3.56 -1.45 -0.32 0.397
C -3.77 -2.00 -2.35 -0.086
C -4.25 -3.40 -2.05 -0.043
C -3.30 -4.41 -1.92 -0.183
C -3.68 -5.70 -1.61 -0.216
C -5.02 -6.00 -1.42 -0.206
C -5.96 -5.00 -1.55 -0.198
C -5.60 -3.70 -1.86 -0.013
C -6.66 -2.65 -2.00 -0.424
C -6.10 -1.24 -1.83 -0.392
C -4.90 -1.06 -2.75 -0.398
H -5.20 -1.27 -3.78 0.207
H -4.54 -0.03 -2.71 0.219
H -6.87 -0.50 -2.07 0.215
H -5.81 -1.09 -0.79 0.186
H -7.46 -2.83 -1.28 0.216
H -7.10 -2.74 -3.00 0.213
H -7.01 -5.23 -1.40 0.206
H -5.32 -7.01 -1.18 0.212
H -2.93 -6.47 -1.51 0.214
H -2.26 -4.16 -2.07 0.220
H -3.02 -2.04 -3.15 0.252
H -2.94 0.22 0.86 0.211
H -1.84 0.94 2.94 0.228
H 1.74 -0.96 4.21 0.213
H 1.65 0.46 5.28 0.213
H 1.84 2.12 2.85 0.409
H 2.17 3.85 1.43 0.205
H 3.66 5.23 0.09 0.210
H 5.29 6.54 -0.43 0.167
H 6.93 6.42 -1.12 0.193
H 5.19 6.20 -2.90 0.214
H 4.52 4.78 -2.08 0.212
H 6.15 4.72 -2.75 0.216